1.
5 unconnected molecules or ions with the total composition C34H35ClFIN7O10P. Source: OMol25; level of theory: ωB97M-V/def2-TZVPD.

Positions of all 90 atoms, in Å:
C1 -9.71 0.54 -6.24
O1 9.95 -0.83 -4.91
O2 -6.85 -1.81 -4.39
O3 10.14 -1.04 -2.73
C2 0.80 0.17 1.31
H1 -1.48 0.72 5.30
H2 3.93 -2.86 -1.53
H3 2.83 4.56 3.33
Cl1 2.03 -2.15 3.81
H4 -10.49 -1.36 -2.94
H5 0.61 3.08 2.88
H6 -1.03 1.81 2.21
C3 0.39 -1.44 3.31
C4 9.46 1.01 -3.58
H7 -3.86 1.18 5.09
H8 3.74 3.09 4.09
H9 -9.50 1.08 -7.17
C5 -8.72 -0.26 -5.66
N1 -7.96 -1.77 -3.84
H10 8.17 -2.25 -1.85
P1 -0.91 -2.02 4.59
C6 -10.96 0.66 -5.64
H11 8.90 3.32 -1.15
O4 -5.16 1.22 1.83
C7 -4.93 -0.47 0.25
H12 -11.72 1.30 -6.09
C8 1.60 1.03 3.62
C9 -10.26 -0.83 -3.86
H13 9.66 0.98 -1.42
H14 -2.91 -2.53 3.73
O5 -8.25 -2.37 -2.80
N2 -0.41 -2.82 0.79
C10 8.96 2.89 -2.14
C11 -3.24 1.69 4.24
C12 -6.84 -1.67 -0.61
H15 -3.95 -2.87 -1.96
C13 -9.00 -0.94 -4.47
I1 1.75 0.99 5.79
C14 -1.60 1.44 4.39
O6 -0.59 -1.54 6.24
N3 -4.37 0.57 1.13
C15 7.18 -1.10 -0.32
H16 9.17 1.36 -5.71
O7 -3.14 0.73 1.12
H17 -7.00 -0.07 0.81
C16 2.65 3.57 3.97
F1 -1.04 2.76 4.80
C17 -0.01 -2.23 1.89
O8 4.80 0.33 1.95
N4 5.90 0.13 1.41
H18 -7.92 -1.84 -0.65
O9 -2.57 -1.69 4.16
C18 7.22 -2.02 -1.37
C19 5.95 -0.82 0.29
C20 -4.07 -1.25 -0.53
N5 -0.78 -3.67 4.59
H19 2.61 0.56 3.20
H20 6.10 -3.37 -2.61
H21 -12.21 0.08 -3.98
H22 -3.00 -1.10 -0.52
O10 6.96 0.68 1.75
C21 4.83 -2.36 -1.19
C22 -4.61 -2.25 -1.35
C23 9.11 1.78 -4.71
H23 8.28 4.67 -3.13
C24 8.61 3.65 -3.26
C25 1.67 2.61 3.07
H24 -1.85 0.13 2.43
H25 3.81 -1.23 0.32
H26 2.19 2.52 2.00
N6 9.88 -0.38 -3.75
C26 -6.32 -0.67 0.21
H27 -3.60 1.29 3.17
C27 -1.08 0.88 2.95
C28 4.77 -1.44 -0.14
H28 8.10 -0.61 0.00
H29 -7.75 -0.34 -6.15
H30 -0.53 -4.01 5.55
C29 9.39 1.56 -2.30
C30 8.69 3.09 -4.54
H31 -6.40 -3.24 -2.02
H32 2.19 3.92 4.99
H33 0.30 -1.95 6.49
N7 1.11 0.18 0.03
C31 -5.99 -2.46 -1.38
C32 0.39 0.15 2.94
H34 8.42 3.69 -5.40
C33 -11.24 -0.02 -4.45
H35 -3.43 2.87 4.20
C34 6.06 -2.65 -1.80

Summary:
Charge: 0
HOMO in eV: -8.9
HOMO-LUMO gap in hartree: 0.2869

Results of the Mulliken charge analysis, in e, for atoms 1 through 6: C -0.446; O -0.589; O -0.592; O -0.601; C -0.214; H 0.006

2.
A molecular structure, C34H35CrFN5O2S2Si. Source: OMol25; level of theory: ωB97M-V/def2-TZVPD.

Positions of all 81 atoms, in Å:
H1 -1.49 -3.40 -0.35
H2 -1.75 4.61 1.22
H3 0.89 -4.72 -0.87
H4 3.02 -2.24 -2.36
H5 7.12 -0.56 8.49
H6 4.94 -1.13 -3.37
C1 3.43 -2.80 2.02
H7 -2.51 3.07 1.62
H8 4.37 5.07 1.10
F1 0.89 1.67 -1.81
C2 1.50 0.17 1.02
H9 5.69 -1.49 8.96
H10 -4.85 0.45 -0.81
C3 3.05 1.60 -2.79
H11 -1.59 3.95 2.85
C4 5.38 -0.19 7.32
C5 0.22 -2.62 -3.84
C6 4.14 0.85 -3.20
C7 3.43 4.55 1.27
C8 -1.46 -3.06 -1.38
C9 0.77 -2.07 1.77
C10 2.34 0.10 5.37
N1 1.76 -1.19 1.48
H12 0.04 -3.64 -4.19
C11 1.99 0.94 -2.23
Si1 0.24 -2.57 -1.96
C12 3.94 1.84 4.98
H13 2.10 -4.28 -2.07
H14 1.14 -2.27 -4.29
H15 4.48 -3.05 2.08
C13 0.87 3.37 1.54
C14 3.30 3.28 0.88
C15 1.89 -0.44 -2.04
H16 -1.75 -3.91 -2.01
C16 1.93 0.19 4.05
Cr1 -0.07 0.36 -0.29
O1 -0.69 1.79 0.73
H17 2.55 6.23 2.38
C17 2.44 -3.70 2.40
H18 5.00 1.33 -3.64
S1 3.90 0.79 7.52
N2 0.73 -0.96 -1.46
C18 3.52 1.92 3.66
H19 2.69 -4.68 2.77
H20 -4.83 -0.39 0.71
H21 3.02 2.68 -2.88
H22 0.36 5.20 2.62
H23 5.79 0.21 9.40
N3 -1.15 -0.86 0.87
C19 -1.63 3.69 1.79
H24 -2.20 -2.28 -1.52
H25 4.71 2.50 5.34
C20 1.16 4.66 2.11
S2 -2.20 0.50 -1.50
C21 3.05 -1.56 1.56
C22 2.07 1.17 1.73
C23 2.53 1.07 3.15
H26 3.75 -0.80 1.26
H27 -1.33 -2.40 2.20
H28 0.32 -4.01 2.52
N4 -2.48 -0.75 0.91
C24 2.36 5.24 1.98
H29 -0.60 -1.99 -4.20
C25 3.00 -1.16 -2.48
O2 5.79 -0.57 6.25
C26 -0.41 2.93 1.34
H30 1.09 -0.41 3.75
C27 1.44 -3.88 -1.29
N5 -4.34 0.09 -0.02
C28 1.11 -3.33 2.26
C29 -3.01 -0.08 -0.12
H31 4.12 2.76 0.39
H32 1.86 -0.60 6.04
C30 3.37 0.91 5.83
C31 4.10 -0.53 -3.05
H33 1.75 2.26 -0.01
H34 2.08 -3.47 -0.51
C32 -0.64 -1.76 1.66
C33 2.00 2.52 1.02
H35 3.98 2.66 3.02
C34 6.04 -0.51 8.63

Summary:
Relative energy (zero: lowest compared OMol25 entry of this formula, charge and spin) in kcal per mole: 15.7
Charge: 0
Multiplicity: 2
<S²>: 0.766
HOMO (alpha / beta) in eV: -6.5 / -6.5
HOMO-LUMO gap (alpha / beta) in hartree: 0.1975 / 0.1964

Results of the Mulliken charge analysis, in e, for atoms 1 through 6: H 0.296; H 0.373; H 0.406; H 0.305; H 0.309; H 0.444

3.
A molecular structure, C34H36AsMnN5O7S. Source: OMol25; level of theory: ωB97M-V/def2-TZVPD.

Positions of all 85 atoms, in Å:
C1 -2.03 0.23 1.93
C2 -0.96 -2.38 -1.79
O1 -3.41 -0.98 -0.79
C3 7.34 0.00 5.50
C4 -1.72 0.26 3.29
C5 -1.05 -3.82 -2.22
C6 0.19 0.20 1.37
H1 -3.42 3.47 -1.85
O2 -4.81 -4.58 -4.17
H2 3.63 -0.07 6.55
O3 -5.97 -3.67 -2.14
H3 -2.36 -5.15 -3.26
C7 0.41 3.38 -2.69
C8 3.41 -0.02 -0.53
H4 -5.10 0.09 -0.44
H5 4.48 -0.11 -0.38
H6 -6.20 1.91 -6.33
As1 -1.10 2.54 -1.80
H7 9.55 -0.96 6.91
H8 9.54 0.82 7.00
H9 -0.78 4.41 -0.12
C9 7.00 -0.07 6.84
H10 -6.64 -1.42 -2.57
H11 -4.47 2.17 -6.14
H12 9.82 -0.14 8.46
C10 -0.82 3.32 -0.03
H13 -6.83 0.84 -3.58
C11 -2.51 3.73 -2.39
H14 -5.59 2.65 -4.85
C12 3.91 0.06 3.92
H15 -3.64 -0.10 -6.25
C13 1.51 0.11 -1.98
O4 -3.44 1.22 -0.75
C14 0.59 0.21 2.70
H16 -2.22 -3.56 -4.01
C15 -6.09 0.14 -3.95
S1 -4.92 -3.61 -3.12
H17 1.35 2.99 -2.28
H18 -1.01 -4.45 -1.33
N1 -1.10 0.20 0.99
H19 -1.64 3.03 0.62
C16 -4.02 0.11 -0.66
C17 -2.30 -4.08 -3.05
C18 -5.99 -1.12 -3.38
O5 -0.75 -2.08 -0.59
N2 2.63 0.15 4.19
H20 -0.12 0.27 4.73
C19 9.28 -0.10 7.52
C20 2.91 0.07 1.95
C21 4.99 0.02 4.91
H21 5.03 -0.09 2.12
H22 -3.06 0.21 1.58
C22 -5.38 1.89 -5.61
H23 -3.41 -2.90 -1.66
C23 2.89 -0.01 -1.81
N3 0.68 0.20 -0.95
H24 8.37 0.02 5.18
H25 -2.23 4.77 -2.20
C24 1.17 0.15 0.30
H26 0.12 2.97 0.39
N4 -3.51 -3.68 -2.31
H27 5.42 -0.15 8.27
H28 6.62 0.11 3.50
C25 -5.25 0.53 -4.98
C26 4.67 -0.05 6.27
N5 4.14 0.01 2.57
H29 -2.69 3.60 -3.46
O6 7.90 -0.13 7.86
C27 -0.41 0.25 3.69
H30 -2.53 0.29 4.02
C28 -4.20 -1.65 -4.90
C29 -5.05 -2.01 -3.86
H31 1.06 0.13 -2.96
O7 -1.19 -1.47 -2.65
H32 0.38 4.46 -2.54
C30 2.00 0.16 2.97
Mn1 -1.46 -0.07 -1.11
C31 -4.30 -0.38 -5.44
H33 0.39 3.17 -3.76
H34 -0.19 -4.05 -2.85
H35 -3.48 -2.35 -5.28
C32 6.33 0.04 4.55
C33 2.54 0.06 0.56
H36 3.53 -0.09 -2.67
C34 5.66 -0.10 7.22

Summary:
Relative energy (zero: lowest compared OMol25 entry of this formula, charge and spin) in kcal per mole: 19.0
Charge: 0
Multiplicity: 2
<S²>: 1.202
HOMO (alpha / beta) in eV: -7.8 / -7.7
HOMO-LUMO gap (alpha / beta) in hartree: 0.2685 / 0.2662

Results of the Mulliken charge analysis, in e, for atoms 1 through 6: C -0.374; C 0.868; O -0.708; C -0.655; C -1.146; C -0.777

It is found that the strongest force on any atom values, taken in the order of the records, are 12.56; 0.42; 2.02 eV/A.